{
  "formula": "C35H51CoN5OP2S3",
  "method": "ωB97M-V/def2-TZVPD",
  "orbital_gap_ev": [8.2, 9.0],
  "s_squared": 0.76,
  "e_lumo_ev": [-5.30, -4.65],
  "total_charge": 2,
  "e_homo_ha": [-0.4954, -0.5002],
  "spin_multiplicity": 2,
  "species": ["Co", "C", "C", "S", "C", "C", "S", "C", "C", "S", "H", "H", "H", "H", "H", "H", "H", "H", "H", "H", "H", "H", "N", "P", "C", "C", "C", "C", "C", "C", "C", "C", "C", "C", "C", "C", "C", "C", "C", "C", "C", "N", "H", "H", "H", "H", "H", "H", "H", "H", "H", "H", "H", "H", "H", "H", "H", "O", "P", "N", "C", "C", "C", "C", "N", "C", "C", "C", "C", "N", "C", "C", "C", "C", "H", "H", "H", "H", "H", "H", "H", "H", "H", "H", "H", "H", "H", "H", "H", "H", "H", "H", "H", "H", "H", "H", "H", "H"],
  "xyz": [[-0.68046, 0.49497, 0.91343], [-0.52217, 0.18511, 4.63437], [0.98775, 0.08767, 4.80385], [1.85690, -0.42420, 3.30316], [2.70307, 1.10727, 2.79748], [2.46500, 1.57894, 1.37241], [0.82473, 2.14711, 0.84883], [0.25590, 3.31827, 2.10741], [-0.24493, 2.74894, 3.43653], [-1.13913, 1.17945, 3.25256], [-0.98891, 0.55423, 5.54844], [-0.95175, -0.79895, 4.43604], [1.19192, -0.65340, 5.57728], [1.42022, 1.01898, 5.16569], [3.77757, 0.93917, 2.88707], [2.46176, 1.89107, 3.51211], [2.69130, 0.80413, 0.63484], [3.13588, 2.41625, 1.16599], [-0.55044, 3.85659, 1.60595], [1.05726, 4.03885, 2.27774], [-0.91525, 3.47876, 3.89043], [0.57430, 2.58973, 4.13000], [-3.48598, 0.54757, -0.16472], [-2.26962, 1.73272, -0.11223], [-3.11957, 3.22121, 0.46150], [-3.54943, 3.25879, 1.79269], [-4.25076, 4.35277, 2.26896], [-4.52963, 5.42032, 1.42307], [-4.12217, 5.38213, 0.09892], [-3.42283, 4.28522, -0.38662], [-1.78903, 2.04305, -1.82359], [-0.92588, 3.10589, -2.10607], [-0.48267, 3.31492, -3.40027], [-0.89169, 2.46228, -4.42056], [-1.73907, 1.40112, -4.14304], [-2.18484, 1.18622, -2.84470], [-3.31311, -0.62818, 0.54125], [-4.33825, -1.56255, 0.70568], [-4.08082, -2.69827, 1.43741], [-2.81244, -2.90057, 1.98818], [-1.85132, -1.94999, 1.76389], [-2.09373, -0.82902, 1.05478], [-4.41992, 0.76850, -0.47908], [-3.36058, 2.42251, 2.45257], [-4.58942, 4.37138, 3.29651], [-5.07653, 6.27636, 1.79545], [-4.35438, 6.20359, -0.56533], [-3.12729, 4.26413, -1.42683], [-0.60522, 3.78174, -1.32115], [0.17422, 4.14694, -3.61765], [-0.55397, 2.63368, -5.43444], [-2.06278, 0.74192, -4.93772], [-2.84608, 0.35408, -2.63558], [-5.31033, -1.38110, 0.26811], [-4.86332, -3.43099, 1.58439], [-2.58183, -3.78283, 2.56709], [-0.83479, -2.04922, 2.12529], [0.55483, -0.93046, 0.33588], [1.48439, -1.56488, -0.68078], [0.57340, -2.49513, -1.66471], [-0.75550, -3.04504, -1.35079], [-0.84322, -4.28742, -2.23209], [-0.01821, -3.90166, -3.45789], [1.16080, -3.14799, -2.85022], [2.64236, -2.51752, -0.02970], [2.27011, -3.87021, 0.45466], [3.13201, -4.06439, 1.69761], [4.38962, -3.26063, 1.37520], [3.83221, -2.01720, 0.68762], [2.29817, -0.43514, -1.55529], [1.47724, 0.50174, -2.36205], [2.47358, 1.10832, -3.34134], [3.41333, -0.05723, -3.62973], [3.58433, -0.70004, -2.25839], [-1.53866, -2.32111, -1.60290], [-0.84757, -3.28252, -0.29169], [-1.87076, -4.55745, -2.46910], [-0.37942, -5.13523, -1.72270], [-0.59227, -3.23538, -4.10541], [0.30046, -4.75600, -4.05103], [1.57790, -2.40597, -3.53307], [1.96418, -3.83428, -2.56149], [2.49951, -4.61301, -0.31285], [1.20374, -3.93440, 0.68252], [3.32973, -5.11595, 1.89667], [2.63186, -3.63766, 2.56907], [5.03499, -3.81324, 0.69078], [4.97353, -3.00598, 2.25777], [4.54408, -1.57088, -0.00188], [3.55688, -1.26817, 1.43809], [0.99573, 1.25048, -1.73614], [0.69156, -0.04489, -2.89724], [3.02001, 1.92479, -2.86191], [1.98292, 1.50430, -4.22787], [4.36615, 0.24997, -4.05625], [2.94481, -0.75472, -4.32767], [4.39993, -0.21545, -1.71741], [3.79573, -1.76756, -2.30403]],
  "forces_ev_per_angstrom": [[-0.09, -0.05, 0.36], [-0.01, -0.06, -0.03], [-0.02, 0.01, -0.01], [-0.01, 0.02, -0.02], [-0.02, -0.01, 0.01], [0.04, 0.04, -0.10], [0.14, 0.03, 0.02], [-0.01, -0.01, 0.03], [0.00, 0.02, -0.04], [-0.10, 0.16, -0.04], [0.02, 0.03, 0.00], [0.02, -0.01, 0.02], [0.01, -0.02, -0.02], [0.00, 0.00, 0.02], [0.00, -0.03, 0.01], [0.01, 0.01, 0.02], [-0.02, 0.01, 0.06], [-0.01, 0.00, 0.01], [-0.01, -0.01, -0.01], [0.00, 0.00, 0.00], [0.00, -0.01, 0.01], [0.03, -0.01, 0.00], [0.01, -0.10, 0.15], [0.00, -0.06, -0.08], [0.00, 0.00, 0.01], [-0.01, 0.01, -0.02], [0.00, 0.02, -0.01], [0.00, 0.00, 0.01], [0.01, -0.01, -0.02], [0.03, 0.03, -0.02], [0.00, 0.02, 0.02], [-0.04, 0.01, -0.01], [-0.03, -0.01, -0.03], [0.01, 0.03, 0.00], [0.00, -0.01, 0.01], [-0.02, -0.02, -0.04], [0.05, 0.09, -0.11], [0.01, 0.01, 0.00], [0.01, -0.01, 0.01], [-0.02, -0.02, -0.01], [0.00, 0.04, -0.04], [-0.03, -0.10, 0.02], [-0.01, -0.01, 0.00], [0.03, -0.04, 0.03], [0.01, 0.00, -0.01], [0.00, -0.01, 0.00], [0.00, 0.00, 0.00], [0.00, 0.00, 0.01], [-0.01, -0.01, 0.01], [0.00, -0.01, 0.00], [0.00, 0.00, 0.01], [0.00, 0.00, 0.00], [0.02, 0.02, 0.00], [0.00, 0.00, 0.01], [0.01, 0.00, 0.00], [-0.01, 0.01, -0.01], [-0.01, -0.01, 0.01], [0.07, 0.14, -0.23], [-0.06, -0.09, 0.10], [-0.02, -0.04, -0.06], [-0.01, 0.01, 0.01], [0.00, 0.00, -0.01], [-0.01, 0.00, 0.00], [0.00, 0.00, 0.01], [0.01, 0.04, -0.01], [-0.02, 0.04, 0.02], [0.04, -0.03, -0.04], [-0.02, 0.02, 0.04], [-0.04, -0.02, 0.05], [0.05, -0.02, -0.04], [0.01, -0.01, -0.01], [-0.01, 0.02, 0.03], [0.00, -0.01, -0.02], [0.00, 0.00, 0.03], [0.01, 0.01, 0.00], [0.00, 0.00, 0.01], [0.00, 0.00, 0.00], [0.00, 0.00, 0.00], [0.00, 0.00, 0.00], [0.00, 0.00, 0.00], [0.00, -0.01, 0.00], [-0.01, 0.00, -0.01], [0.00, -0.02, 0.01], [0.01, 0.00, -0.02], [0.01, 0.01, 0.01], [-0.01, 0.01, 0.01], [-0.02, -0.01, -0.02], [0.01, -0.02, -0.01], [0.04, 0.02, -0.02], [-0.01, -0.03, -0.05], [0.02, -0.01, 0.03], [0.00, 0.01, 0.01], [0.00, 0.00, -0.01], [0.01, -0.01, -0.01], [0.00, 0.00, 0.00], [0.00, 0.00, 0.01], [0.00, 0.01, 0.02], [0.00, 0.00, -0.01]],
  "mulliken_spin": [1.05, 0.01, 0.00, 0.00, 0.00, 0.00, -0.03, 0.00, 0.00, 0.03, 0.00, 0.00, 0.00, 0.00, 0.00, 0.00, 0.00, 0.00, 0.00, 0.00, 0.00, 0.00, 0.00, -0.02, 0.01, 0.00, 0.00, 0.00, 0.00, 0.00, 0.01, 0.01, 0.00, 0.00, 0.00, 0.00, 0.00, 0.00, 0.00, 0.00, 0.00, -0.03, 0.00, 0.00, 0.00, 0.00, 0.00, 0.00, 0.00, 0.00, 0.00, 0.00, 0.00, 0.00, 0.00, 0.00, 0.00, -0.06, 0.02, -0.01, 0.00, 0.00, 0.00, 0.00, 0.00, 0.00, 0.00, 0.00, 0.00, 0.00, 0.00, 0.00, 0.00, 0.00, 0.00, 0.00, 0.00, 0.00, 0.00, 0.00, 0.00, 0.00, 0.00, 0.00, 0.00, 0.00, 0.00, 0.00, 0.00, 0.00, 0.00, 0.00, 0.00, 0.00, 0.00, 0.00, 0.00, 0.00]
}

{
  "formula": "C14H18AuF6N4O6S2",
  "method": "ωB97M-V/def2-TZVPD",
  "orbital_gap_ev": [9.1, 6.7],
  "s_squared": 2.01,
  "e_lumo_ev": [-3.84, -6.58],
  "total_charge": 1,
  "e_homo_ha": [-0.4741, -0.4869],
  "spin_multiplicity": 3,
  "species": ["Au", "O", "C", "O", "C", "C", "C", "C", "C", "N", "H", "H", "H", "H", "F", "C", "F", "F", "S", "O", "O", "N", "S", "O", "O", "C", "F", "F", "F", "C", "C", "N", "C", "C", "C", "C", "N", "H", "H", "H", "H", "H", "H", "H", "H", "H", "H", "H", "H", "H", "H"],
  "xyz": [[1.21860, -0.80202, 0.55764], [0.02375, -2.42847, 4.11562], [0.31460, -2.17796, 2.98097], [1.05189, -1.14089, 2.61624], [-0.12547, -3.05498, 1.84319], [-0.88559, -4.19809, 2.01631], [-1.23254, -4.94086, 0.90169], [-0.80706, -4.53755, -0.36025], [-0.05059, -3.38998, -0.48212], [0.25477, -2.69771, 0.61717], [-1.17305, -4.46388, 3.02477], [-1.82872, -5.83714, 1.00714], [-1.05018, -5.10653, -1.24626], [0.33209, -3.02816, -1.42722], [3.11407, 2.94803, -2.20742], [2.07276, 2.15142, -2.09448], [1.16488, 2.44591, -3.01768], [1.51380, 2.31657, -0.88931], [2.58261, 0.38650, -2.33329], [1.49216, -0.35058, -1.64488], [2.66905, 0.20556, -3.73635], [3.95631, 0.19695, -1.61500], [4.01622, -0.06174, -0.06467], [3.38341, -1.35254, 0.30731], [3.59431, 1.04347, 0.75449], [5.82552, -0.35088, 0.15091], [6.47748, 0.71161, -0.27417], [6.02869, -0.53350, 1.44335], [6.18931, -1.41991, -0.52829], [-2.38530, 2.63137, 2.20342], [-1.52360, 2.88314, 0.97359], [-1.83004, 2.00125, -0.16635], [-2.79382, 2.49863, -1.16836], [-4.22741, 2.07527, -0.89215], [-1.27183, 0.80508, -0.26895], [-1.49658, -0.00806, -1.50580], [-0.55269, 0.28985, 0.71821], [-2.03778, 3.25499, 3.02649], [-2.34003, 1.59012, 2.52714], [-3.42847, 2.87834, 2.01456], [-0.46295, 2.77628, 1.20807], [-1.64999, 3.90346, 0.61803], [-2.47450, 2.17459, -2.15597], [-2.71342, 3.58377, -1.15971], [-4.34183, 0.99104, -0.91444], [-4.88308, 2.49663, -1.65391], [-4.56895, 2.43097, 0.07860], [-1.13298, 0.51527, -2.38899], [-2.55966, -0.20843, -1.63408], [-0.96855, -0.95037, -1.43049], [-0.47964, 0.85417, 1.55572]],
  "forces_ev_per_angstrom": [[0.17, 0.19, -0.19], [-0.04, -0.01, -0.02], [0.30, 0.38, -0.04], [-0.11, -0.11, 0.52], [-0.22, -0.38, -0.37], [0.11, 0.15, 0.18], [0.00, -0.03, -0.13], [-0.04, -0.11, -0.03], [0.02, -0.09, 0.28], [0.05, 0.00, -0.19], [-0.02, -0.03, -0.02], [0.00, 0.00, 0.01], [-0.01, -0.01, 0.02], [0.00, 0.04, 0.00], [-0.01, 0.06, -0.03], [0.06, 0.02, 0.01], [-0.04, 0.04, 0.02], [0.00, 0.00, 0.04], [-0.10, -0.37, -0.05], [0.07, 0.17, -0.30], [0.04, -0.01, 0.10], [-0.03, 0.09, 0.14], [-0.15, 0.00, -0.14], [-0.02, 0.08, 0.07], [-0.01, -0.20, -0.07], [-0.03, 0.01, 0.05], [0.04, 0.03, 0.01], [0.06, -0.02, 0.03], [0.01, -0.02, -0.01], [-0.01, -0.01, 0.02], [-0.05, -0.06, -0.04], [-0.01, 0.13, -0.03], [0.06, -0.01, 0.05], [-0.04, -0.01, 0.01], [0.00, -0.03, 0.12], [0.02, 0.00, 0.03], [-0.02, 0.19, -0.10], [0.00, 0.00, 0.00], [0.00, 0.01, 0.01], [0.00, -0.01, 0.00], [0.03, 0.01, -0.02], [-0.02, 0.01, 0.01], [0.00, -0.01, -0.01], [0.01, 0.01, 0.00], [0.01, 0.01, 0.01], [0.00, -0.01, 0.00], [0.00, 0.01, -0.01], [0.01, 0.00, 0.00], [0.00, 0.01, -0.01], [-0.01, -0.03, 0.02], [-0.07, -0.07, 0.05]],
  "mulliken_spin": [0.87, 0.04, 0.03, 0.37, -0.04, 0.02, -0.01, 0.02, -0.01, 0.30, 0.00, 0.00, 0.00, 0.01, 0.00, 0.00, 0.00, 0.00, 0.01, 0.05, 0.01, 0.00, 0.01, 0.04, 0.02, 0.00, 0.00, 0.00, 0.00, 0.00, 0.00, 0.01, 0.00, 0.00, 0.00, 0.00, 0.24, 0.00, 0.00, 0.00, 0.00, 0.00, 0.00, 0.00, 0.00, 0.00, 0.00, 0.00, 0.00, 0.00, 0.00]
}

{
  "formula": "C4H7NO",
  "method": "ωB97M-V/def2-TZVPD",
  "orbital_gap_ev": 9.5,
  "e_lumo_ev": 0.89,
  "total_charge": 0,
  "e_homo_ha": -0.3156,
  "smiles": "C/C=C/NC=O",
  "species": ["C", "C", "C", "C", "H", "H", "H", "H", "H", "H", "H", "N", "O"],
  "xyz": [[-0.02371, 0.55699, -2.19777], [0.41928, -0.08309, -0.88841], [-0.27027, 0.01318, 0.21108], [-0.24993, -0.65338, 2.58741], [-1.06706, 0.43952, -2.58595], [-0.07113, 1.66340, -2.20018], [0.65663, 0.35115, -2.96336], [1.33313, -0.60239, -1.03557], [-1.24620, 0.70353, 0.29591], [1.32125, -0.50064, 1.35937], [0.27752, -1.13452, 3.32629], [0.34314, -0.38445, 1.34209], [-1.42266, -0.36930, 2.74908]],
  "forces_ev_per_angstrom": [[-1.82, 1.59, 0.52], [-1.29, 1.04, -3.52], [-2.42, 2.79, 0.01], [-3.15, 2.08, -3.83], [0.70, -1.01, 0.56], [0.62, -0.17, 0.65], [0.90, -0.65, -1.31], [0.74, -0.56, 0.66], [2.23, -2.07, -0.09], [1.09, -0.22, -0.49], [2.04, -1.03, 1.63], [0.03, -1.52, 4.77], [0.34, -0.28, 0.45]],
  "nbo_charge": [-0.65, -0.24, -0.01, 0.52, 0.22, 0.21, 0.21, 0.20, 0.23, 0.39, 0.13, -0.62, -0.59]
}